#one
# CH2Cl4P2

CH2Cl4P2 in the gas phase (ωB97M-V/def2-TZVPD, OMol25).

Each line ends with the Mulliken charge.
Positions of all 9 atoms, in Å:
Cl  1.21019  -3.08643  -0.06113  -0.134
P  0.90186  -1.52355  -1.27000  0.261
C  0.36407  -0.22146  0.01852  -0.741
P  2.21314  0.02659  -0.16742  0.569
Cl  4.70934  0.19032  -0.23495  -0.467
Cl  2.48128  0.07821  1.81613  -0.135
Cl  2.22911  1.94812  -0.80352  -0.155
H  -0.48159  0.38303  -0.05919  0.478
H  0.15811  -0.72196  0.93709  0.325

Properties
* HOMO level: -0.343 hartree
* SMILES: ClP1CP1(Cl)(Cl)Cl
* net charge: 0
* gap between HOMO and LUMO: 7.235 eV



#two
# CH2Cl4P2

2 unconnected molecules or ions with the total composition CH2Cl4P2 (ωB97M-V/def2-TZVPD, OMol25).

Each line ends with the Mulliken charge.
Positions of all 9 atoms, in Å:
C  -1.51880  0.16084  -0.08476  -0.334
P  1.57481  0.27531  -0.98189  0.391
P  -0.07786  0.71937  0.61517  0.301
Cl  1.55746  -1.68823  -0.85930  -0.040
Cl  3.16125  0.81376  0.09322  -0.138
Cl  -0.46795  -2.86713  0.98113  -0.507
Cl  -0.18696  2.70067  0.54816  -0.191
H  -2.38626  0.79403  -0.17746  0.293
H  -1.65569  -0.90863  -0.13428  0.226

Properties
* HOMO level (spin up / spin down): -0.353 / -0.295 hartree
* net charge: 0
* gap between HOMO and LUMO (spin up / spin down): 7.245 / 4.526 eV



Which is the most stable structure? #one is the most stable.



#one
# C34H29I2NO2Ti

A molecular structure, C34H29I2NO2Ti (ωB97M-V/def2-TZVPD, OMol25).

Each line ends with the Mulliken charge.
Positions of all 69 atoms, in Å:
Ti  1.71159  1.03183  -0.44202  0.099
O  1.34339  0.17348  -1.99949  0.410
C  1.45020  -1.03222  -2.69670  1.986
C  0.93033  -2.13367  -1.76663  -2.112
C  1.52688  -2.23486  -0.38363  0.639
C  2.01303  -3.46443  0.03314  -0.538
C  2.38094  -3.64783  1.35258  -1.162
C  2.18364  -2.59828  2.22879  -0.530
C  1.69062  -1.38973  1.75954  0.578
C  1.27167  -0.35019  2.77067  -2.037
C  1.82039  1.07207  2.61926  2.056
O  1.55529  1.48071  1.30768  0.371
C  1.04964  1.95227  3.60852  -0.021
C  0.03990  2.79726  3.17316  -0.037
C  -0.67525  3.56184  4.08789  -0.877
C  -0.38978  3.48245  5.44089  -0.426
C  0.62033  2.63587  5.88088  -1.023
C  1.33745  1.87898  4.96926  -0.227
C  3.31764  1.22274  2.87827  -0.049
C  3.85763  2.50272  2.76997  -0.247
C  5.20962  2.71800  2.96022  -0.877
C  6.04902  1.65270  3.26464  -0.476
C  5.52081  0.37938  3.38103  -0.993
C  4.15900  0.16634  3.19072  0.253
N  1.42702  -1.17852  0.45243  0.057
C  0.53031  -1.00919  -3.92214  -0.019
C  0.61570  -2.02330  -4.87230  -0.271
C  -0.23304  -2.03431  -5.96702  -1.007
C  -1.17352  -1.02515  -6.12909  -0.422
C  -1.25828  -0.01131  -5.18826  -0.898
C  -0.41068  -0.00363  -4.08681  -0.050
C  2.89243  -1.20155  -3.16899  0.003
C  3.69431  -2.28232  -2.83751  0.260
C  5.00420  -2.36004  -3.30112  -0.980
C  5.51927  -1.35755  -4.10291  -0.485
C  4.71805  -0.27435  -4.44609  -0.854
C  3.41829  -0.19993  -3.98272  -0.257
H  1.00756  -3.10227  -2.26106  0.507
H  -0.13678  -1.93263  -1.63513  0.680
H  2.07223  -4.27608  -0.67882  0.465
H  2.77074  -4.59663  1.69646  0.412
H  2.38224  -2.71095  3.28580  0.468
H  1.48549  -0.72189  3.77319  0.479
H  0.18404  -0.26067  2.69485  0.681
H  -0.18593  2.85399  2.11763  -0.021
H  -1.45857  4.22112  3.73563  0.433
H  -0.94646  4.07973  6.15145  0.389
H  0.85611  2.57336  6.93564  0.400
H  2.14301  1.24023  5.31427  0.394
H  3.20385  3.33066  2.52340  0.447
H  5.61399  3.71743  2.86438  0.407
H  7.10891  1.81770  3.40883  0.403
H  6.16561  -0.45722  3.61877  0.434
H  3.77136  -0.83810  3.28664  0.269
H  1.36771  -2.79734  -4.76548  0.410
H  -0.15443  -2.82620  -6.70104  0.400
H  -1.83252  -1.02872  -6.98770  0.385
H  -1.98601  0.78141  -5.30752  0.434
H  -0.48027  0.78436  -3.34986  -0.002
H  3.31512  -3.07992  -2.21488  0.268
H  5.61853  -3.20905  -3.02901  0.434
H  6.53921  -1.41626  -4.46026  0.401
H  5.11284  0.51597  -5.07141  0.413
H  2.79559  0.64792  -4.24164  0.418
I  4.20178  1.53305  -0.81121  -0.404
C  0.63322  2.72253  -1.04521  -1.180
I  -1.36975  2.04961  -0.65019  -0.095
H  0.69030  2.94286  -2.10746  0.516
H  0.79744  3.60673  -0.43569  0.517

Properties
* HOMO level: -0.312 hartree
* net charge: 0
* gap between HOMO and LUMO: 8.372 eV



#two
# C34H29I2NO2Ti

A molecular structure, C34H29I2NO2Ti (ωB97M-V/def2-TZVPD, OMol25).

Each line ends with the Mulliken charge.
Positions of all 69 atoms, in Å:
Ti  -0.54267  -0.24317  1.99938  -0.180
O  -2.09790  -0.64491  1.00015  0.367
C  -3.14158  0.19989  0.60672  2.270
C  -2.54505  1.32037  -0.25223  -1.822
C  -1.43781  2.18987  0.28324  0.403
C  -1.48866  3.53522  -0.04741  -0.595
C  -0.41963  4.36045  0.23668  -1.094
C  0.70915  3.78852  0.78519  -0.761
C  0.73017  2.43474  1.09018  0.472
C  2.08407  1.85140  1.40540  -1.765
C  2.24664  0.69225  2.39304  2.275
O  1.34086  -0.31686  2.03343  0.197
C  3.68078  0.19139  2.18102  -0.019
C  3.92380  -0.87328  1.32378  -0.080
C  5.22608  -1.28785  1.07891  -0.813
C  6.29334  -0.63839  1.68093  -0.435
C  6.05342  0.42753  2.53682  -1.032
C  4.75273  0.83806  2.78734  -0.193
C  2.03248  1.08029  3.85146  -0.467
C  2.31047  0.12182  4.82443  -0.113
C  2.10348  0.39588  6.16286  -0.931
C  1.60679  1.63458  6.55317  -0.439
C  1.32940  2.59294  5.59531  -0.999
C  1.54645  2.31793  4.24861  0.168
N  -0.36348  1.64626  0.91469  0.399
C  -4.09689  -0.55549  -0.32629  -0.168
C  -5.32050  0.00648  -0.67935  -0.198
C  -6.16644  -0.64715  -1.56020  -1.031
C  -5.79973  -1.87648  -2.09308  -0.417
C  -4.58524  -2.44161  -1.73863  -0.799
C  -3.73396  -1.78345  -0.85920  -0.130
C  -3.89897  0.67570  1.84323  -0.011
C  -3.92881  1.99619  2.26719  0.124
C  -4.58640  2.34683  3.44273  -0.999
C  -5.22764  1.38018  4.19535  -0.476
C  -5.21490  0.05661  3.76854  -0.868
C  -4.55629  -0.28974  2.60445  -0.226
H  -3.34059  1.96292  -0.62945  0.453
H  -2.12309  0.81269  -1.12773  0.680
H  -2.37115  3.91871  -0.53944  0.454
H  -0.45013  5.41500  -0.00238  0.419
H  1.59894  4.37641  0.96026  0.453
H  2.76213  2.66205  1.67391  0.459
H  2.44832  1.46680  0.44509  0.733
H  3.08680  -1.38014  0.86088  0.084
H  5.40446  -2.12462  0.41565  0.427
H  7.30747  -0.96468  1.49014  0.391
H  6.87949  0.93552  3.01788  0.400
H  4.56922  1.65744  3.47331  0.430
H  2.68539  -0.84670  4.51595  0.507
H  2.31789  -0.36049  6.90658  0.396
H  1.43623  1.84668  7.60051  0.400
H  0.94319  3.56045  5.88934  0.431
H  1.33085  3.08876  3.51932  0.326
H  -5.62305  0.95308  -0.24474  0.386
H  -7.11731  -0.20218  -1.82428  0.403
H  -6.46166  -2.39160  -2.77707  0.388
H  -4.29355  -3.40115  -2.14636  0.433
H  -2.78229  -2.21787  -0.58373  0.044
H  -3.44324  2.77404  1.69248  0.324
H  -4.59413  3.38062  3.76379  0.440
H  -5.73601  1.65175  5.11121  0.402
H  -5.71286  -0.70607  4.35302  0.401
H  -4.53056  -1.32237  2.27812  0.466
I  -1.34568  -0.48891  4.46614  -0.398
C  -0.26015  -2.32547  1.69864  -1.372
I  0.36552  -2.55347  -0.32086  -0.107
H  -1.17592  -2.90007  1.80384  0.552
H  0.53721  -2.73199  2.31433  0.582

Properties
* HOMO level: -0.310 hartree
* net charge: 0
* gap between HOMO and LUMO: 7.890 eV



Which is the most stable structure? #one is the most stable.



#one
# C3H11NS2

2 unconnected molecules or ions with the total composition C3H11NS2 (ωB97M-V/def2-TZVPD, OMol25).

Each line ends with the Mulliken charge.
Positions of all 17 atoms, in Å:
C  0.47031  -1.34931  -2.35063  -0.972
N  0.55128  -1.05974  -0.89779  -0.229
C  1.81565  -1.43181  -0.26907  -0.889
H  -0.53370  -1.28102  -2.72888  0.311
H  0.94750  -2.31920  -2.55450  0.336
H  1.21805  -0.68150  -2.77982  0.320
H  -0.19640  -1.58244  -0.45339  0.211
H  2.20865  -0.62626  0.34419  0.293
H  1.79649  -2.47835  0.05355  0.348
H  2.58343  -1.59031  -1.05905  0.301
C  -2.23902  2.55128  2.05727  -0.802
S  -0.49650  2.50818  2.53129  -0.092
S  0.14316  1.37281  0.88574  -0.158
H  -2.38406  2.88873  1.02802  0.312
H  -2.71139  1.57304  2.07540  0.306
H  -2.71914  3.27459  2.72864  0.261
H  -0.45431  0.23133  1.38903  0.145

Properties
* HOMO level: -0.317 hartree
* SMILES: CNC.CSS
* net charge: 0
* gap between HOMO and LUMO: 9.512 eV



#two
# C3H11NS2

2 unconnected molecules or ions with the total composition C3H11NS2 (ωB97M-V/def2-TZVPD, OMol25).

Each line ends with the Mulliken charge.
Positions of all 17 atoms, in Å:
C  -0.96910  -1.59617  -0.11634  -0.695
N  0.19791  -2.43286  -0.26294  -0.094
C  -0.05122  -3.60658  -1.05885  -0.964
C  1.36594  -1.71170  -0.72142  -0.864
H  -1.72531  -2.14409  0.44361  0.333
H  -1.39911  -1.28808  -1.08548  0.345
H  -0.69407  -0.68936  0.41882  0.079
H  0.84726  -4.21988  -1.07143  0.334
H  -0.84884  -4.21082  -0.62645  0.313
H  -0.34947  -3.40100  -2.09981  0.332
H  2.22591  -2.38083  -0.73467  0.337
H  1.62374  -0.93052  -0.00135  0.245
H  1.22569  -1.24820  -1.70923  0.311
S  -1.08693  2.30674  0.89208  -0.161
S  0.85898  2.31876  0.27716  -0.145
H  -1.56289  1.30062  0.15806  0.145
H  1.19909  3.40467  0.97890  0.149

Properties
* HOMO level: -0.311 hartree
* SMILES: CN(C)C.SS
* net charge: 0
* gap between HOMO and LUMO: 8.837 eV



Which is the most stable structure? #two is the most stable.



#one
# C5H13NSi

2 unconnected molecules or ions with the total composition C5H13NSi (ωB97M-V/def2-TZVPD, OMol25).

Each line ends with the Mulliken charge.
Positions of all 20 atoms, in Å:
C  -1.20061  1.70828  2.86919  -0.457
C  -0.03282  1.12996  2.59008  -0.305
C  -0.44800  -2.42019  -2.47787  -1.035
C  0.27114  -1.36554  -1.54570  -0.286
C  -0.66084  -0.61676  -0.51846  -1.017
N  1.40591  2.33501  0.22276  -0.484
Si  0.93062  0.88571  1.04550  0.417
H  -1.85927  1.33713  3.57949  0.281
H  -1.43743  2.61210  2.31694  0.206
H  0.45041  0.55632  3.46771  0.208
H  -0.59395  -2.02933  -3.49414  0.275
H  0.27363  -3.21101  -2.55418  0.308
H  -1.38105  -2.78124  -2.05783  0.300
H  1.09371  -1.84376  -0.91936  0.234
H  0.88387  -0.77572  -2.21476  0.323
H  -1.29739  -1.20037  0.11220  0.399
H  -1.22643  0.12238  -1.10716  0.296
H  0.84698  3.12975  0.07081  0.234
H  1.89051  2.34770  -0.70468  0.233
H  2.09102  0.07958  1.31944  -0.131

Properties
* HOMO level: -0.283 hartree
* net charge: 0
* gap between HOMO and LUMO: 8.189 eV



#two
# C5H13NSi

A molecular structure, C5H13NSi (ωB97M-V/def2-TZVPD, OMol25).

Each line ends with the Mulliken charge.
Positions of all 20 atoms, in Å:
C  -1.58581  1.02466  1.64182  -0.033
C  -2.13179  0.64831  0.33078  -0.420
C  0.05917  -1.90699  -0.06482  -1.150
C  2.40315  0.23492  0.68445  -1.150
C  0.42471  0.27819  -2.18918  -1.128
N  -0.86540  1.31348  0.46455  -0.420
Si  0.77142  -0.14773  -0.33784  0.616
H  -1.79118  2.03324  2.21898  0.194
H  -1.27707  0.25022  2.37504  0.175
H  -2.13991  -0.49592  0.10301  -0.064
H  -2.97589  1.11228  -0.19289  0.210
H  0.03426  -2.35426  -1.07192  0.308
H  0.52393  -2.65431  0.61006  0.383
H  -0.89849  -1.90780  0.35424  0.372
H  3.35654  0.22190  0.12721  0.361
H  2.53117  1.35722  0.91439  0.321
H  2.57142  -0.22378  1.62341  0.361
H  -0.26429  1.14010  -2.14880  0.322
H  1.28311  0.59267  -2.71964  0.403
H  -0.02904  -0.51641  -2.72285  0.338

Properties
* HOMO level: -0.293 hartree
* net charge: 0
* gap between HOMO and LUMO: 8.805 eV



Which is the most stable structure? #two is the most stable.



#one
# C4H9N

A molecular structure, C4H9N (ωB97M-V/def2-TZVPD, OMol25).

Each line ends with the Mulliken charge.
Positions of all 14 atoms, in Å:
C  1.16321  1.22356  -1.71335  0.118
C  1.65955  -0.96206  0.14826  -1.004
C  -0.94784  -0.98488  0.42372  -0.908
C  0.48262  -0.47439  0.67984  0.053
N  0.09343  1.13872  -2.00971  -0.346
H  2.26123  1.37684  -1.52491  0.246
H  -2.61449  1.72157  1.29489  -0.058
H  2.49868  -0.39530  0.40768  0.421
H  -3.03745  1.82500  0.59065  0.064
H  1.85443  -1.82158  -0.48712  0.270
H  -1.56099  -0.97724  1.30065  0.336
H  -0.92157  -1.88269  -0.11066  0.331
H  -1.48842  -0.21344  -0.21467  0.146
H  0.55762  0.42589  1.21473  0.332

Properties
* HOMO level: -0.344 hartree
* net charge: 0
* gap between HOMO and LUMO: 10.414 eV



#two
# C4H9N

2 unconnected molecules or ions with the total composition C4H9N (ωB97M-V/def2-TZVPD, OMol25).

Each line ends with the Mulliken charge.
Positions of all 14 atoms, in Å:
C  -0.61118  0.22605  3.76268  -0.164
C  -1.12736  0.01540  2.68573  -0.915
H  -0.15275  0.41314  4.71911  0.388
H  -1.58578  -0.17168  1.72929  0.744
C  0.24901  -1.21393  0.01676  -0.954
C  -0.60401  0.00948  -0.28026  -0.547
N  -1.97471  -0.21476  0.19603  -0.604
H  0.23965  -1.42630  1.09908  0.302
H  1.29239  -1.04801  -0.30019  0.302
H  -0.14533  -2.09440  -0.51794  0.288
H  -0.20266  0.88192  0.27038  0.340
H  -0.54915  0.23972  -1.36166  0.349
H  -2.55957  0.60464  -0.00201  0.239
H  -2.39463  -0.99556  -0.32040  0.231

Properties
* HOMO level: -0.359 hartree
* SMILES: C#C.CCN
* net charge: 0
* gap between HOMO and LUMO: 10.818 eV



#three
# C4H9N

C4H9N in the gas phase (ωB97M-V/def2-TZVPD, OMol25).

Each line ends with the Mulliken charge.
Positions of all 14 atoms, in Å:
C  -0.20175  1.19200  0.15162  -0.453
C  -1.13569  0.04619  -0.20372  -0.515
C  -0.22608  -1.12141  -0.67470  -0.717
N  0.97245  -1.00256  0.18680  -0.464
C  1.19798  0.47456  0.38289  -0.569
H  -0.44726  1.62209  1.10896  0.211
H  -0.18875  2.05893  -0.47336  0.377
H  -1.61450  -0.36088  0.64175  0.268
H  -1.93967  0.32819  -0.90795  0.339
H  -0.60096  -2.13001  -0.67206  0.402
H  -0.11146  -1.12343  -1.74362  0.253
H  0.78704  -1.42867  1.09173  0.276
H  1.61272  0.71241  1.39619  0.307
H  1.89594  0.73260  -0.28454  0.285

Properties
* HOMO level: -0.327 hartree
* SMILES: C1CCNC1
* net charge: 0
* gap between HOMO and LUMO: 10.048 eV



Which is the most stable structure? #three is the most stable.